150
Properties=species:S:1:pos:R:3:forces:R:3:lowdin_charge:R:1 method="wB97M-V/def2-TZVPD" e_tot_ev=-71200.6512 lumo_ha=0.0113 multiplicity=1 homo_lumo_gap_ev=8.16 homo_energy_ev=-7.85 relative_energy_kj_mol=177.39
H 3.911036 -0.120815 -2.390555 0.1 0.0 -0.3 0.089
H 3.828318 0.070230 0.182684 -0.8 -0.5 -0.2 0.055
H 4.931788 -1.346606 0.122536 -0.2 -0.1 -0.2 0.086
N -0.257496 5.568934 0.157056 -2.3 -1.2 0.3 -0.215
H 2.777954 2.380423 -2.143346 -0.2 -0.1 0.1 0.090
O -0.471602 1.089988 -5.531443 0.5 1.1 -0.1 0.011
C 3.761656 -2.157127 -2.199798 0.8 0.4 2.4 -0.556
C 0.218484 3.173528 0.548794 0.4 -0.3 -0.6 -0.077
C 4.476726 -0.539883 -0.447825 1.9 1.0 -0.4 -0.070
C 2.061710 -2.767920 3.236108 -1.7 0.4 0.2 -0.047
C -0.884739 8.031550 0.104442 0.1 0.8 0.8 -0.097
C 2.816882 3.890412 5.267258 0.2 1.2 0.1 -0.246
H 1.477852 2.075196 -5.555402 -0.2 0.1 0.3 0.094
H 3.536197 -3.016207 -4.132579 -0.5 -0.5 0.4 0.094
H 1.615960 4.786315 -0.111402 0.7 -0.5 0.5 0.115
H -1.744053 5.812166 -1.311974 0.1 0.4 0.0 0.106
H 1.176487 5.385560 -2.236236 0.0 -0.1 -0.1 0.053
O 3.969748 -3.112382 -1.449215 -0.4 0.0 -0.8 0.013
H 0.820020 4.800776 1.592323 1.4 0.3 0.0 0.096
H -1.869056 -2.651201 4.592040 -0.4 -0.3 0.0 0.068
C 2.804705 5.109645 4.285837 0.0 -1.4 -0.7 -0.064
H -2.997332 -0.633505 -6.081012 -0.1 0.2 0.0 0.078
C 1.131568 -5.064443 -1.829423 -0.4 -1.1 -0.2 -0.081
H -5.776176 1.203508 -3.567942 -0.3 -0.1 0.4 0.129
N 4.077237 -0.902594 -1.775042 -1.4 -0.3 -0.3 0.010
H 1.251016 -1.015049 -1.080267 0.4 0.1 0.2 0.086
H -1.622099 -1.618514 -6.395133 0.2 -0.1 0.3 0.085
H 6.075359 2.474491 4.772018 -0.2 0.1 0.0 0.080
C -3.155939 -6.110023 -2.685658 1.4 0.8 -1.2 -0.080
H -1.046571 4.296552 -1.383457 0.5 -0.2 0.4 0.097
C 3.285153 1.857297 -6.612827 -0.2 1.3 1.9 -0.048
H -0.520794 8.987748 0.488871 0.4 0.0 0.1 0.068
N -5.087265 0.957771 -2.875503 -0.3 1.0 -0.6 0.008
C 2.091824 2.257521 -2.980939 -0.6 0.3 0.7 0.008
H 0.955772 -5.356323 -2.866439 0.3 0.4 -0.2 0.059
H -1.868608 -4.709963 0.488780 0.1 1.5 0.5 0.104
H -7.427122 0.499054 -2.274731 -0.3 -0.2 0.1 0.065
H 0.159030 7.081034 1.685831 0.1 -0.7 0.0 0.113
H 1.732058 0.305904 2.681592 0.1 -0.1 0.0 0.032
H -2.968531 -6.956264 -2.027539 -0.4 -0.2 -0.3 0.079
C -3.050136 -3.191213 -0.778280 1.9 -0.9 1.1 -0.056
H -3.125733 -5.335257 -0.208523 -0.4 -0.2 -1.1 0.099
H 0.112712 -4.135105 -0.234775 -0.2 0.5 0.0 0.109
N 1.542583 -3.899713 4.008879 1.8 0.8 -0.4 0.028
C 2.943851 1.899402 -4.134139 -0.1 -0.2 -1.5 -0.571
H -0.751538 3.153403 1.045160 -0.2 0.1 -0.4 0.098
C -5.359133 0.129057 -1.842159 -1.8 0.3 -1.2 -0.549
C 0.185796 5.835393 -2.306425 -0.3 0.3 0.2 -0.082
C -1.000037 -1.085932 1.681061 -0.3 -1.1 -0.2 -0.080
H -3.170721 -3.979200 2.975096 0.1 0.1 0.3 0.068
C -2.400697 -4.555109 -0.454579 0.1 -1.3 0.8 -0.257
H -0.948101 -5.900977 4.009187 -0.1 0.1 0.2 0.094
C -0.600999 -0.080036 -0.526174 0.1 0.0 -0.2 -0.466
H -2.903619 -1.575493 -3.847094 -0.2 0.2 0.3 0.089
H -3.545481 -3.211140 -1.746613 0.1 0.3 0.1 0.072
H 2.057693 4.911185 3.515127 -0.2 0.2 0.0 0.032
N -1.361755 -5.024182 -1.383822 -0.8 -0.2 -0.4 -0.186
C -1.899734 -1.482199 -3.433604 1.0 0.4 -0.5 -0.079
N 3.298474 2.689426 4.556119 0.3 -0.5 1.3 -0.184
O -4.925797 -1.984796 4.869988 -1.3 -0.1 0.8 0.058
H 2.915844 1.406810 2.008242 0.1 0.0 0.0 0.063
C -3.759998 1.447865 -3.145861 1.1 -0.3 0.0 -0.061
O -4.473463 -0.324284 -1.178249 1.2 -0.8 1.6 0.053
C -1.841292 -5.280744 -2.753929 -0.3 0.0 1.8 -0.231
N -1.183314 -0.315004 -3.942871 -0.5 -0.3 -1.9 0.003
H 1.875537 3.702686 5.792350 -0.6 0.0 -0.5 0.109
H 1.524317 3.182388 -3.083822 0.0 -0.1 -0.3 0.075
H -1.610753 -2.048307 6.675753 -0.2 -0.1 0.6 0.079
H 2.283963 -4.504111 4.325117 -0.8 -0.6 0.2 0.141
H -3.730464 2.369442 -3.726381 -0.5 -0.1 -0.2 0.092
C 5.448130 2.378330 5.656207 0.7 -0.7 1.2 -0.095
H -3.673280 -2.772458 0.009945 -0.3 -0.3 -0.1 0.056
H 1.633582 2.839116 3.496190 -0.3 -0.5 -0.7 0.091
H 5.927955 1.700403 6.367225 0.5 -0.1 -0.2 0.073
O -1.005493 0.342858 -1.608860 -0.2 0.6 1.4 -0.044
H -7.034072 -1.224846 -1.950720 -0.1 0.0 0.1 0.079
C 0.748733 4.586156 0.523354 -1.3 1.1 1.3 -0.260
H 5.254639 0.173675 -0.734631 0.5 0.1 1.0 0.090
H -2.120537 -2.621215 -0.725793 -0.5 0.9 -0.8 0.044
H -3.259968 -2.734042 7.073148 0.4 -0.6 -0.1 0.082
H -0.720779 0.273530 -3.264108 -0.1 -0.2 -0.1 0.081
H 1.277671 0.788939 -0.714394 0.2 -0.3 -0.6 0.050
C -0.095858 -4.319022 -1.289433 0.7 -0.5 -0.4 -0.257
C -0.767781 5.335044 -1.204446 0.0 1.2 0.0 -0.233
N -2.734008 -2.391729 5.054119 -0.3 0.3 0.9 0.013
H -1.879274 -1.388579 2.247187 0.1 -0.2 -0.1 0.068
H -1.866789 -1.345005 -2.353555 -0.6 -0.4 -0.4 0.052
H -2.030087 -4.360969 -3.315249 0.1 0.2 -0.2 0.087
C -1.164697 0.134717 -5.223040 0.5 -0.6 0.6 -0.557
C 2.604973 0.910814 2.928364 -0.8 1.0 0.0 -0.069
H 4.082966 0.782578 5.039100 0.5 0.2 -0.4 0.094
H -1.012450 -5.822044 -3.208970 -0.4 -0.2 -0.5 0.101
H 3.633446 1.605433 6.423004 -0.4 0.5 0.3 0.116
C -2.679085 -2.040826 6.461044 0.2 -0.1 0.2 -0.082
H 0.594605 -6.130586 4.904374 0.2 0.0 -0.5 0.080
C 0.227222 -4.132989 4.062820 -0.1 -0.7 -0.9 -0.531
H -4.892890 -3.566077 2.916380 0.0 -0.3 0.2 0.086
H -3.118439 -1.108637 6.820004 0.2 0.5 -0.9 0.078
H -1.735911 -0.144838 -7.270938 -0.1 0.4 0.2 0.084
C -3.890842 -3.169643 3.090632 -0.9 -1.0 -0.9 -0.007
H 3.420526 4.179465 6.129132 0.7 -0.4 -0.3 0.098
H -3.290817 -6.332686 -3.745673 -0.4 -0.9 0.2 0.069
H 1.315498 -6.032429 -1.358467 -0.2 0.1 0.4 0.074
H 0.842843 2.520819 1.161553 0.3 0.1 -0.2 0.052
H -4.035224 -5.536647 -2.396723 0.2 0.1 0.3 0.062
H -0.389355 -0.542178 2.402502 0.2 0.4 -0.5 0.075
H -3.787797 -2.552507 2.197601 0.3 0.7 0.4 0.054
H 2.691831 6.145401 4.601452 -0.1 -0.3 0.7 0.068
H -1.863643 7.998311 0.584831 -0.2 -0.5 -0.3 0.074
H 3.053383 -2.413464 3.507521 0.0 -0.4 0.2 0.086
N -1.453578 -0.426644 0.480115 1.2 1.0 -0.2 0.055
H 2.053230 -4.490217 -1.738833 -0.2 0.2 -0.1 0.046
O 4.068682 1.473402 -3.956813 1.3 -0.4 0.5 0.020
C -1.928465 -0.575342 -6.290588 -0.4 -1.0 -0.4 -0.005
C -0.203131 -5.432864 4.648899 0.2 -0.2 1.2 0.015
H 1.259416 -0.230387 0.623607 0.3 -0.9 -0.1 0.046
N 2.474288 2.047627 -5.392280 -0.3 0.0 -0.1 0.012
H 5.393719 3.299139 6.236978 0.0 0.3 -0.5 0.066
H -0.978250 8.229200 -0.962511 0.0 -0.7 -0.1 0.062
C -3.927633 -2.503388 4.439004 1.4 0.8 -1.4 -0.577
H 3.517434 -1.344369 -4.132679 -0.2 0.4 0.3 0.077
C 3.160050 -2.185540 -3.535196 0.4 0.0 -1.9 0.002
C 4.091298 1.793505 5.445933 -1.0 0.6 -0.7 -0.265
H -7.120905 -0.051326 -0.596736 0.0 -0.1 -0.1 0.081
H -0.066878 -3.419029 -1.913618 -0.4 0.7 0.4 0.093
H -0.221995 5.683822 -3.306327 0.0 -0.3 0.0 0.074
H 0.317514 6.913736 -2.207599 0.1 0.0 0.0 0.055
C 2.172060 2.002742 3.945936 0.3 0.3 -0.2 -0.246
H 4.260035 2.301939 -6.412115 0.2 -0.4 0.1 0.079
H 1.320297 -2.001560 3.465269 0.4 0.5 -0.4 0.064
O -0.608990 -3.373028 3.563357 0.8 0.0 0.2 -0.011
H 1.456994 1.654999 4.699392 0.1 -0.6 0.2 0.115
H 1.029152 7.016905 0.091814 0.6 1.3 0.6 0.106
C 0.067485 6.940490 0.609974 0.0 -0.6 -2.8 -0.224
H 1.382282 1.455229 -2.773497 0.0 0.0 0.0 0.067
H 3.383806 0.802331 -6.860098 -0.2 0.2 -0.6 0.085
H -2.453690 -0.412680 0.340791 0.0 0.4 -0.6 0.122
H 3.415905 0.257218 3.244176 -0.1 0.1 0.2 0.058
H -0.592285 -5.177982 5.637066 -0.7 -0.1 -0.1 0.092
H -3.199254 1.676123 -2.239622 -0.3 -0.2 0.2 0.082
H 2.073028 -2.120170 -3.493184 0.0 -0.3 0.0 0.084
H -0.496136 -1.977767 1.307007 0.2 -0.2 0.9 0.076
C -6.867636 -0.192467 -1.645993 1.3 0.4 -0.3 0.015
H 3.744601 5.015683 3.740132 0.1 0.3 0.1 0.073
H 1.969413 -2.990792 2.172706 0.3 0.1 -0.1 0.092
H -3.173682 0.684715 -3.660783 -0.1 0.3 0.0 0.053
H 2.811820 2.604518 -7.248538 0.0 -1.0 -1.1 0.085
C 0.946260 -0.206185 -0.420124 -1.8 0.9 1.3 0.032
H 0.211003 2.789861 -0.471822 -0.5 -0.4 0.1 0.051
H -1.341362 -2.374661 -3.721151 -0.1 -0.2 0.1 0.068


144
Properties=species:S:1:pos:R:3:forces:R:3:lowdin_charge:R:1 method="wB97M-V/def2-TZVPD" e_tot_ev=-63369.1944 lumo_ha="0.0707 / 0.0685" multiplicity=2 homo_lumo_gap_ev="1.39 / 8.57" homo_energy_ev="0.53 / -6.70" total_charge=-1
H 1.245811 1.067255 2.883672 0.3 -0.3 0.0 0.069
H -1.284119 -4.791455 -3.594918 0.2 -0.3 0.1 0.076
H 3.385321 -3.112475 3.933472 -0.2 -0.1 0.2 0.100
H 2.227391 -1.639845 6.128992 0.4 0.2 0.1 0.066
C 1.175221 0.752015 -2.076068 0.3 1.8 1.1 -0.035
C 0.921261 -1.771645 -5.963698 0.7 -1.2 0.7 -0.468
H 0.554181 -3.231315 -4.300428 0.4 0.4 0.0 0.065
H 2.128961 -0.242725 -0.343248 0.8 0.2 -0.4 0.120
H -3.122389 -2.082725 -3.313058 0.3 0.4 0.8 0.049
H -3.666049 0.349135 1.938122 -0.1 0.2 0.2 0.058
C -4.116439 2.417105 4.422182 -0.4 -1.1 0.3 -0.449
C -4.214339 3.202065 5.783712 0.4 0.0 -0.4 -0.021
C 0.449121 3.284205 -6.482288 1.2 -1.1 1.4 -0.478
H -3.312169 1.333035 -2.122568 0.1 0.0 0.2 0.070
H 4.673611 3.308885 3.008002 -0.4 -0.7 -0.2 0.080
C -0.855689 -4.937465 -2.603338 0.2 0.6 1.8 -0.051
H -0.939089 -0.218665 4.797492 -0.3 0.4 0.1 0.069
H 0.910091 -3.107835 -7.699608 -0.3 -0.2 0.0 0.067
H 0.176711 -4.595885 -2.528748 0.2 -0.3 -0.6 0.074
H 1.123541 1.728775 -1.595048 0.0 0.4 0.0 0.063
H 0.077101 0.782435 0.341692 -0.2 0.2 0.3 0.051
H -0.344199 2.526775 2.451512 -0.5 -0.4 0.2 0.051
H 1.409551 3.013555 1.155452 0.0 0.5 0.6 0.043
C -2.693349 0.837555 1.879932 -0.5 0.4 -0.3 -0.021
H -1.098689 -2.246075 2.508942 -0.1 0.3 -0.1 0.048
H -5.911889 3.502995 1.639742 0.0 -0.1 -0.2 0.114
H 2.326251 -0.850495 2.145882 0.3 0.0 -0.2 0.091
C 3.734021 3.860225 3.043982 0.4 0.7 0.5 -0.071
C 2.452161 3.196545 0.895522 0.7 -0.6 -0.5 -0.055
H -1.304749 -3.863735 2.918262 0.4 -0.4 0.6 0.075
H -5.449779 0.787905 5.037302 0.0 0.0 0.2 0.075
N -2.787799 2.555125 3.789552 -1.0 2.1 -1.5 -0.111
O -1.482099 -2.698825 -2.079578 -1.7 0.4 -0.3 -0.089
C -3.027939 0.551145 -2.826808 -0.8 0.1 -0.5 -0.055
H -1.900879 -2.575925 4.006332 0.2 -0.2 0.4 0.075
C 0.058241 -2.467805 -4.899748 -0.4 0.7 -0.5 -0.059
H -1.135149 2.751345 4.722572 -0.1 0.3 0.0 0.101
H -4.468399 0.318715 3.675272 0.1 0.4 0.0 0.056
H -0.265399 4.005905 -6.878148 0.1 0.0 0.0 0.131
H 2.913971 2.210695 0.949612 0.4 -0.1 0.2 0.068
H -1.515639 -3.382595 0.535672 -0.7 -0.5 -0.1 0.062
H -1.293779 3.953375 1.980632 0.2 0.2 0.5 0.082
C 0.363121 -2.688105 3.978612 -0.6 -2.2 -0.1 -0.418
H 4.116111 4.536105 1.109372 -0.4 0.8 -0.3 0.134
H 3.431531 -3.132435 2.188712 0.1 0.3 -0.1 0.104
C -5.149709 2.866965 2.089912 0.7 -0.8 -1.5 -0.191
H -0.450799 -1.715015 -4.297828 0.3 -0.1 0.4 0.066
C 0.105191 -0.263365 0.035732 0.6 1.6 -0.8 -0.028
H 2.012111 -1.610525 -2.067198 0.6 -0.4 -0.7 0.048
H 0.275571 0.687015 -2.688038 0.1 -0.5 0.0 0.077
H -0.772809 -2.986555 -5.377598 0.0 -0.1 -0.4 0.081
H -3.559969 3.073495 0.487772 -0.5 -1.1 -0.3 0.109
H -6.204529 2.699365 3.884792 0.1 0.1 0.4 0.127
C 0.720551 2.143745 -7.478148 -0.9 0.2 -0.4 -0.098
C -1.243509 2.865405 1.937042 -0.8 1.0 -1.1 -0.049
H 0.445771 -4.742065 4.971422 -0.3 0.2 -0.5 0.077
H -5.420359 1.829915 1.891512 0.1 -0.1 -0.6 0.105
C -3.735689 3.192515 1.556912 0.5 -0.6 0.1 -0.107
H 2.080451 0.810675 -2.680388 -0.1 -0.4 -0.3 0.070
C -0.992519 -4.028105 -0.169848 0.6 0.0 -0.2 -0.049
H -1.989499 0.233925 2.452922 0.1 0.1 0.0 0.076
H -0.843549 -0.445865 -0.468938 -0.1 -0.5 0.3 0.068
H -4.015999 -1.400935 -1.129678 1.0 0.5 -0.2 0.066
H 2.224801 3.394165 -5.702628 0.2 -0.1 0.0 0.053
C 2.765061 -1.204625 3.078692 -0.4 -0.8 0.9 -0.119
C -1.072389 -2.903225 3.378172 0.6 1.2 -0.8 -0.044
H 6.792151 -1.076555 -3.654348 -0.1 0.1 0.1 0.066
H -5.432139 -1.742165 -1.818098 -0.7 0.4 -0.7 0.072
H -5.007819 0.193245 -3.594078 0.1 -0.6 -0.8 0.134
C 4.737741 -0.973715 -2.826828 0.6 1.6 -1.7 -0.562
H 1.172641 1.225885 -7.102308 0.5 0.5 0.5 0.047
C 1.258121 -0.301555 -0.996148 -1.7 1.1 1.2 -0.510
C 1.856631 -0.568075 4.264542 0.9 -1.9 -1.0 -0.448
C 1.705501 0.882845 3.854632 0.3 0.5 1.5 -0.052
O 2.060931 -1.153645 -5.366268 -0.5 0.3 1.5 -0.162
H 2.681021 1.350975 3.986242 0.2 0.0 -0.7 0.070
H -0.717259 1.998705 -5.179858 0.0 -0.6 -0.3 0.059
H 6.165571 -0.630295 -1.364988 0.1 0.5 0.2 0.071
C -2.650409 2.337245 2.304882 0.6 -0.3 0.8 -0.433
H 5.502121 -1.328375 -4.835358 -0.1 0.4 -0.1 0.037
H -2.247559 -0.094655 -2.424258 0.3 0.4 -0.1 0.061
O 3.522701 -1.630865 -2.856038 -0.8 -1.8 -0.2 -0.068
H 2.966801 3.416265 3.678312 0.1 -0.4 -0.2 0.056
O -3.708909 -1.511445 -3.814288 -1.2 0.5 -2.1 -0.069
C 2.874471 -2.746995 3.042652 -2.3 1.0 0.0 -0.163
H -4.659089 4.196085 5.736642 -0.1 0.1 -0.9 0.065
H -1.102089 2.721285 0.865902 0.2 -0.4 -0.1 0.077
H -0.213419 1.754755 -7.883718 -0.3 0.2 -0.2 0.065
H 2.431641 -2.354805 -7.370218 0.1 -0.2 0.1 0.047
H 4.545441 -0.069885 -0.876598 -0.1 -0.3 0.1 0.070
H -5.139479 4.119115 3.665232 -0.2 0.2 0.5 0.113
H 4.512101 -0.014015 -3.291758 0.3 0.8 0.4 0.102
H -3.509669 4.258165 1.519372 0.0 0.3 1.3 0.111
H 1.146831 1.422495 4.619342 -0.6 -0.1 0.0 0.075
H 0.917041 2.253565 -4.645668 0.0 0.2 0.2 0.066
H -3.732969 0.426155 5.267812 0.0 0.0 0.1 0.077
C 2.632261 -0.762555 5.624462 -0.8 0.9 -1.2 -0.007
H -5.160729 -0.081875 -1.196438 -0.3 0.0 0.1 0.067
C 1.563101 -2.798495 -6.883518 -0.8 0.0 -1.0 -0.105
H 3.280211 -1.734565 -3.779098 -0.7 0.0 -0.6 0.070
O 2.331921 5.349395 1.841922 -0.2 1.6 -0.1 -0.039
C -5.223919 3.038435 3.550802 0.7 1.3 0.5 -0.181
H -0.475679 3.432545 -4.434458 0.8 0.7 0.1 0.073
H 2.581271 -0.767935 -6.074838 0.5 0.4 -0.4 0.020
C 5.803281 -1.510065 -3.803668 -0.4 -1.0 0.2 -0.110
O -1.708779 2.017965 4.488712 -0.4 -1.2 0.5 -0.033
H 3.807571 -0.914375 3.209192 -0.2 1.0 -0.1 0.105
H 5.878721 -2.597425 -3.795618 0.2 -0.2 0.5 0.070
H -2.450399 0.769835 0.819512 0.3 0.0 0.0 0.066
H -0.909859 -5.946395 -2.194418 0.0 -0.3 -0.5 0.074
H 2.498211 0.139495 6.221482 -0.2 -0.2 0.3 0.072
C 0.062381 2.756115 -5.098548 -1.8 -0.9 -0.5 -0.083
C -4.456719 0.894455 4.600742 0.0 0.5 0.6 -0.023
O -0.305619 -0.760575 5.273572 -0.1 -0.2 0.6 -0.008
H 1.311991 2.553845 -8.296758 0.1 -0.2 0.0 0.067
H 2.431001 3.413005 -0.172558 0.0 0.3 0.0 0.065
H -2.611499 -4.359325 -1.616968 -0.3 0.6 0.3 0.131
H 3.694401 -0.810965 5.384392 0.0 -0.4 0.3 0.073
H -3.219639 3.449525 6.154432 0.0 -0.7 0.5 0.071
H -0.025349 -3.525685 -0.153868 0.4 -0.1 -0.6 0.061
C 1.402261 -3.299325 2.932742 1.3 0.6 0.7 -0.116
H -2.783879 1.040685 -3.769618 0.6 -0.1 0.1 0.071
H 1.671721 5.017775 2.454932 -0.3 0.2 0.0 0.083
H 0.309571 -0.992315 -6.418198 0.0 -0.2 -0.5 0.123
N 0.511741 -1.212915 4.246352 1.5 -1.4 -2.0 -0.112
C -4.738309 -0.902555 -1.776208 -0.4 0.0 0.6 -0.075
H 1.488441 -3.530695 5.611162 0.1 -0.1 0.3 0.057
H -0.604899 -2.333125 -1.943968 0.8 0.1 0.1 0.041
H 1.834861 -3.683865 -6.308748 0.2 0.1 0.0 0.076
O 1.671171 3.974105 -6.230618 0.1 1.1 -0.8 -0.118
H -4.897379 2.724115 6.485932 0.6 -0.5 0.3 0.078
H -0.234829 -3.455165 5.977002 0.0 0.1 0.0 0.074
C 3.217881 4.299275 1.679622 -0.2 -2.5 0.0 -0.496
H -0.778099 -5.024465 0.216672 -0.5 -0.1 0.2 0.081
H 5.074451 -1.846485 -0.972598 -0.6 0.1 0.4 0.089
C 0.491581 -3.676225 5.194982 0.5 1.3 0.6 -0.049
C -1.576559 -4.018465 -1.588598 0.8 -0.3 -0.3 -0.461
O 1.151941 -1.472565 -1.663858 -0.3 -3.2 -0.2 -0.060
H 1.032381 -3.262685 1.908072 0.1 0.5 0.0 0.089
H 1.616671 -4.352175 3.116102 -1.0 -0.3 0.3 0.100
C -4.205919 -0.370455 -3.117328 1.2 -1.7 2.6 -0.456
H 4.045061 4.745845 3.598092 -0.1 0.4 -0.1 0.074
C 5.097981 -0.846425 -1.405528 1.8 -0.3 0.4 -0.074
H 0.303881 -0.817745 0.952942 -0.2 -0.5 -0.3 0.062